{"formula": "C53H88F2N3O11Si", "method": "ωB97M-V with the def2-TZVPD basis set", "elements": ["C", "Si", "C", "C", "C", "C", "F", "F", "C", "C", "C", "N", "N", "C", "C", "C", "C", "N", "C", "C", "C", "C", "C", "C", "C", "C", "H", "H", "H", "H", "H", "H", "H", "H", "H", "H", "H", "H", "H", "H", "H", "H", "H", "H", "H", "H", "H", "H", "C", "C", "O", "C", "H", "H", "H", "H", "H", "H", "C", "C", "O", "C", "H", "H", "H", "H", "H", "H", "C", "C", "O", "C", "H", "H", "H", "H", "H", "H", "C", "C", "O", "C", "H", "H", "H", "H", "H", "H", "C", "C", "O", "C", "H", "H", "H", "H", "H", "H", "C", "C", "O", "C", "H", "H", "H", "H", "H", "H", "C", "C", "O", "C", "H", "H", "H", "H", "H", "H", "C", "C", "O", "C", "H", "H", "H", "H", "H", "H", "C", "C", "O", "C", "H", "H", "H", "H", "H", "H", "C", "C", "O", "C", "H", "H", "H", "H", "H", "H", "C", "C", "O", "C", "H", "H", "H", "H", "H", "H"], "positions_angstrom": [[-0.9641, 0.3354, -3.1903], [-0.2356, -1.2693, -2.5234], [-0.8429, -2.6577, -3.6158], [-0.8556, -1.4160, -0.7431], [-2.3207, -1.8529, -0.6960], [-3.1362, -1.1467, 0.3810], [-4.1132, -1.9364, 0.8982], [-2.3488, -0.7846, 1.4470], [-3.7096, 0.1549, -0.1797], [-3.0871, 1.3452, 0.1316], [-3.5824, 2.5114, -0.4402], [-4.6115, 2.4285, -1.2651], [-5.2484, 1.3179, -1.5986], [-4.8250, 0.1870, -1.0658], [-5.5714, -1.0284, -1.4931], [-5.2994, -1.6006, -2.7316], [-6.0386, -2.7181, -3.1152], [-6.9792, -3.2773, -2.3563], [-7.2301, -2.7138, -1.1744], [-6.5676, -1.5842, -0.6988], [1.6072, -1.0849, -2.5371], [2.3487, -0.8245, -1.3845], [3.7182, -0.6134, -1.4389], [4.3699, -0.6896, -2.6568], [3.6532, -0.9427, -3.8166], [2.2845, -1.1448, -3.7558], [-0.4534, 1.1892, -2.7381], [-0.7649, 0.3851, -4.2633], [-2.0441, 0.4263, -3.0316], [-0.4097, -3.6234, -3.3572], [-1.9293, -2.7511, -3.5400], [-0.6108, -2.4257, -4.6551], [-0.2341, -2.1096, -0.1759], [-0.7114, -0.4268, -0.3024], [-2.8058, -1.6462, -1.6530], [-2.4243, -2.9254, -0.5296], [-2.2378, 1.4031, 0.7945], [-3.1700, 3.4908, -0.2419], [-4.9768, 3.2642, -1.7070], [-4.5464, -1.2002, -3.3989], [-5.8486, -3.1608, -4.0865], [-7.9933, -3.1766, -0.5584], [-6.8256, -1.1759, 0.2686], [1.8589, -0.7602, -0.4182], [4.2603, -0.3685, -0.5368], [5.4396, -0.5392, -2.7083], [4.1702, -0.9732, -4.7671], [1.7413, -1.3038, -4.6798], [6.2961, 0.8956, 3.3323], [5.3299, 1.1295, 2.2057], [5.1968, 0.3367, 1.2955], [4.5150, 2.3951, 2.2602], [6.8137, -0.0490, 3.1795], [7.0280, 1.7031, 3.3669], [5.7528, 0.8646, 4.2791], [5.1694, 3.2692, 2.2749], [3.9044, 2.3949, 3.1643], [3.8587, 2.4511, 1.3945], [1.8923, 2.7444, -5.2783], [1.9189, 1.4664, -6.0700], [0.9620, 0.7252, -6.1064], [3.2149, 1.1350, -6.7624], [0.9144, 2.8676, -4.8163], [2.6615, 2.7030, -4.5043], [2.1043, 3.6053, -5.9147], [4.0176, 1.0808, -6.0241], [3.4664, 1.9160, -7.4817], [3.1230, 0.1828, -7.2802], [2.5062, -1.8508, 4.9228], [2.3265, -0.5785, 4.1370], [2.6854, 0.4934, 4.5696], [1.6819, -0.6913, 2.7734], [2.9822, -1.6180, 5.8715], [1.5357, -2.3161, 5.1062], [3.1281, -2.5519, 4.3634], [0.6811, -1.1184, 2.8680], [2.2782, -1.3461, 2.1348], [1.6180, 0.2958, 2.3187], [-12.2234, -3.4869, 0.6254], [-11.0559, -4.4372, 0.7319], [-10.0043, -4.0996, 1.2256], [-11.2667, -5.8306, 0.1939], [-11.9506, -2.5222, 1.0458], [-12.5090, -3.3605, -0.4202], [-13.0822, -3.8870, 1.1662], [-11.5175, -5.7880, -0.8673], [-12.0916, -6.3139, 0.7194], [-10.3608, -6.4160, 0.3283], [3.0857, -0.5130, 10.1941], [3.5135, -0.3181, 8.7597], [3.7005, -1.2553, 8.0199], [3.6957, 1.1042, 8.2870], [2.9900, -1.5747, 10.4068], [3.8233, -0.0739, 10.8676], [2.1280, -0.0201, 10.3689], [4.4582, 1.6026, 8.8887], [2.7604, 1.6565, 8.3937], [3.9932, 1.1073, 7.2411], [1.4168, 4.9726, 4.4688], [1.7696, 5.1178, 3.0138], [1.8454, 4.1627, 2.2741], [2.0438, 6.5203, 2.5226], [1.2524, 3.9218, 4.6986], [2.2351, 5.3550, 5.0867], [0.5114, 5.5414, 4.6939], [2.8745, 6.9524, 3.0829], [1.1653, 7.1498, 2.6749], [2.2939, 6.4979, 1.4644], [-7.5945, -2.3050, -7.4206], [-6.4490, -3.2777, -7.2773], [-5.4062, -2.9548, -6.7524], [-6.6722, -4.6655, -7.8190], [-7.3153, -1.3435, -6.9961], [-7.8458, -2.1762, -8.4743], [-8.4769, -2.6885, -6.9057], [-6.8846, -4.6202, -8.8876], [-7.5193, -5.1312, -7.3169], [-5.7796, -5.2657, -7.6612], [5.9548, 1.6401, -1.5109], [5.0775, 2.5278, -2.3564], [4.7948, 2.2429, -3.4986], [4.5615, 3.7877, -1.7043], [6.2602, 0.7720, -2.0879], [6.8403, 2.1890, -1.1856], [5.4108, 1.3084, -0.6234], [5.3969, 4.4145, -1.3890], [3.9719, 3.5346, -0.8210], [3.9431, 4.3396, -2.4086], [-6.9255, -8.0080, -6.3536], [-7.6804, -8.5434, -7.5481], [-8.1002, -7.8070, -8.4100], [-7.8810, -10.0373, -7.6112], [-6.8599, -6.9285, -6.4350], [-7.4460, -8.2698, -5.4311], [-5.9213, -8.4332, -6.3210], [-8.4362, -10.3781, -6.7358], [-6.9152, -10.5450, -7.6210], [-8.4330, -10.2940, -8.5116], [5.0950, 6.0962, 8.4410], [4.0804, 6.3877, 7.3647], [3.9034, 5.6282, 6.4394], [3.2974, 7.6707, 7.4986], [5.5883, 5.1505, 8.2315], [5.8391, 6.8933, 8.4793], [4.6037, 6.0425, 9.4138], [3.9764, 8.5246, 7.5027], [2.7418, 7.6736, 8.4376], [2.6020, 7.7674, 6.6681], [10.3096, 4.0345, 4.9051], [10.1024, 3.2109, 3.6577], [9.0336, 2.7071, 3.4008], [11.2946, 3.0452, 2.7485], [9.3833, 4.0778, 5.4725], [11.0922, 3.5895, 5.5213], [10.6201, 5.0460, 4.6382], [12.1124, 2.5649, 3.2878], [11.6408, 4.0208, 2.4037], [11.0196, 2.4351, 1.8920]], "mulliken_charge": [-0.9226, 0.0543, -1.0985, -0.5037, -0.6530, 1.0101, -0.3211, -0.2618, 0.4539, -0.7205, -0.5177, 0.1417, -0.5548, 0.0766, 0.5010, -0.3466, -0.7066, -0.6115, -0.5198, -0.2378, 0.8167, -0.4121, -0.6153, -1.0949, -0.4343, -0.8812, 0.3147, 0.3800, 0.2825, 0.3756, 0.3482, 0.3669, 0.6728, 0.2464, -0.2608, 0.5682, 0.5947, 0.5350, 0.2587, 0.5559, 0.5310, 0.5056, 0.5068, 0.1330, 0.8648, 0.6181, 0.5853, 0.3516, -1.0217, 0.8779, -0.6348, -0.8608, 0.3465, 0.2412, 0.1663, 0.5281, 0.2234, 0.0823, -0.6780, 0.9873, -0.5576, -1.1640, 0.2943, -0.1557, 0.4299, 0.1763, 0.4404, 0.3233, -1.0607, 0.7355, -0.4772, -1.0968, 0.1312, 0.3932, 0.3481, 0.4814, 0.3334, 0.2369, -1.1120, 0.9005, -0.5658, -1.1396, 0.2944, 0.3155, 0.3387, 0.3210, 0.3552, 0.3001, -1.1942, 0.8535, -0.5686, -0.8692, 0.3093, 0.3434, 0.3365, 0.3781, 0.3058, 0.0730, -0.4976, 0.8684, -0.5568, -1.2397, 0.2080, -0.1155, 0.4080, 0.3094, 0.3697, 0.3147, -1.2094, 0.9201, -0.5721, -1.0906, 0.3145, 0.3836, 0.3222, 0.3913, 0.2665, 0.3204, -0.5126, 1.0159, -0.5560, -1.1012, 0.1403, 0.5325, -0.3675, 0.3709, 0.1562, 0.3357, -0.6354, 0.8520, -0.5349, -1.2079, -0.1137, 0.3408, 0.3160, 0.3232, 0.3220, 0.3185, -1.1627, 0.8715, -0.5588, -1.1107, 0.2738, 0.3553, 0.3388, 0.3481, 0.3394, 0.2304, -1.0474, 0.7578, -0.5109, -1.1010, 0.2544, 0.3241, 0.3304, 0.3310, 0.3292, 0.2765], "charge": 1, "multiplicity": 1, "de_lowest_kj_mol": 0.0, "lumo_ev": -4.559, "homo_ev": -10.378, "homo_lumo_gap_ev": 5.8, "max_force_ev_per_a": 0.5}